This record from OMol25 describes one molecule with the formula C2H2BrFO in a non-equilibrium geometry. The level of theory is wB97M-V/def2-TZVPD.

```
! RIJCOSX wB97M-V def2-TZVPD def2/J DEFGRID3
* xyz 0 1
C 0.24735 -0.99669 -0.83809
C -0.84383 -1.52785 -0.29740
F -2.08955 -1.31148 -0.46604
O -0.68721 -2.79764 0.83762
Br -0.57372 -4.28169 -0.15101
H 0.37105 -0.12548 -1.53282
H 1.25361 -1.10163 -0.31428
*
```

Values from the calculation:
M, g mol⁻¹: 140.939
HOMO level, hartree: -0.3623
Kohn-Sham gap, eV: 9.744
SMILES: C=C(F)OBr
Total energy, eV: -76909.9238

Here are the natural (NBO) charges for atoms 1 to 5, given in e:
1 C -0.580
2 C 0.689
3 F -0.272
4 O -0.649
5 Br 0.312

***

This record from OMol25 describes one molecule with the formula C3H8Cl2N2 in a non-equilibrium geometry. The level of theory is wB97M-V/def2-TZVPD.

```
! RIJCOSX wB97M-V def2-TZVPD def2/J DEFGRID3
* xyz 0 1
N 0.95316 -0.39566 1.20347
C 0.66354 0.06539 -0.08946
N 1.52822 -0.55008 -1.06886
Cl 0.84387 1.95413 0.05250
C -0.79156 -0.25640 -0.52703
C -1.74569 0.33943 0.49979
Cl -3.41936 0.12282 -0.05536
H 1.62781 0.18490 1.73540
H 1.39726 -1.27982 0.93057
H 1.64495 0.19008 -1.71801
H 2.44489 -0.59793 -0.59690
H -0.93084 0.15448 -1.57684
H -0.84298 -1.39323 -0.66700
H -1.65310 0.03646 1.46714
H -1.72017 1.42543 0.41061
*
```

Values from the calculation:
M, g mol⁻¹: 143.017
HOMO level, hartree: -0.3772
Kohn-Sham gap, eV: 10.982
SMILES: NC(N)(Cl)CCCl
Total energy, eV: -31265.6836

Here are the natural (NBO) charges for atoms 1 to 5, given in e:
1 N -0.875
2 C 0.379
3 N -0.829
4 Cl -0.179
5 C -0.462

***

This record from OMol25 describes C37H41BI2N3O3Sb2Tl as an isolated structure. The level of theory is wB97M-V/def2-TZVPD.

```
! RIJCOSX wB97M-V def2-TZVPD def2/J DEFGRID3
* xyz -2 1
Tl 0.10915 0.48545 -1.82136
C -0.82857 -3.19143 -3.59105
Sb -2.71081 -2.27439 -3.07261
C -3.52118 -2.63370 -5.05394
C -3.57736 -4.12195 -2.25741
C -4.61079 -3.83087 -1.21300
C -5.91965 -3.54902 -1.60709
C -6.89529 -3.17572 -0.69681
C -6.56355 -3.08447 0.64878
C -5.27301 -3.38385 1.05402
C -4.27987 -3.76469 0.14870
C -2.90127 -4.06979 0.62716
Sb -1.40993 -2.43076 0.41676
C -0.21484 -3.47713 1.87081
C -2.48267 -1.19760 1.79302
H -1.00923 -4.11935 -4.13573
H -0.25163 -3.39249 -2.68817
H -0.26085 -2.50235 -4.21724
H -3.35357 -3.67513 -5.33428
H -3.01558 -1.98088 -5.76751
H -4.58949 -2.41441 -5.07949
H -2.74805 -4.72259 -1.88577
H -4.02337 -4.63141 -3.11329
H -6.16461 -3.60429 -2.66397
H -7.89638 -2.94058 -1.03640
H -7.30155 -2.77309 1.37715
H -5.01214 -3.31338 2.10445
H -2.47555 -4.92699 0.10017
H -2.89882 -4.29466 1.69561
H -0.76766 -3.54485 2.80949
H 0.71511 -2.93660 2.03223
H -0.00094 -4.48454 1.50633
H -2.70762 -1.76784 2.69641
H -3.40539 -0.84807 1.32990
H -1.86745 -0.33417 2.03856
I 2.10925 2.68430 -6.93140
C 1.56321 3.75439 -5.21952
C 1.85003 5.11679 -5.15033
C 1.50790 5.84576 -4.04047
I 1.99130 7.89150 -4.02141
C 0.85185 5.23013 -2.94141
C 0.45979 5.89614 -1.75922
C -0.18560 5.21477 -0.76827
C -0.44578 3.84551 -0.93960
N -0.08302 3.19594 -2.01748
C 0.55556 3.84550 -3.01736
C 0.91733 3.02132 -4.18882
O 0.66394 1.79969 -4.22469
H 2.34584 5.59841 -5.98249
H 0.67864 6.95067 -1.64896
H -0.49394 5.71130 0.14276
H -0.96206 3.27067 -0.18051
C 7.17107 1.54527 1.27222
C 6.34912 0.32777 1.62548
C 6.91591 -0.92441 1.42275
C 6.17988 -2.07408 1.66491
C 4.88976 -1.96507 2.13732
C 4.30029 -0.71712 2.36223
N 2.95735 -0.78354 2.80696
C 2.23854 0.25315 3.44753
C 2.52432 0.56871 4.77105
C 1.79500 1.54613 5.43289
C 0.75542 2.19674 4.78026
C 0.46708 1.87749 3.45971
C 1.20315 0.91316 2.78662
C 0.92850 0.59970 1.32972
O 0.68245 -0.60468 1.06057
O 0.99601 1.55616 0.53439
C 5.02852 0.45601 2.09359
C 4.40256 1.82972 2.18148
H 8.14640 1.23945 0.89329
H 7.33352 2.19653 2.13371
H 6.68538 2.14366 0.49944
H 7.93162 -0.99440 1.05002
H 6.61526 -3.05118 1.49303
H 4.29989 -2.84901 2.34832
H 2.36251 -1.26037 2.13411
H 3.32860 0.04155 5.27229
H 2.02840 1.78704 6.46346
H 0.17201 2.94929 5.29630
H -0.32344 2.39404 2.92794
H 3.96972 2.03047 3.15703
H 3.59909 1.93726 1.44706
H 5.13695 2.60624 1.98548
B -4.47383 1.88064 0.54005
C -3.20059 1.38351 -0.27295
N -2.27537 1.02097 -0.86440
H -5.33262 1.02062 0.42981
H -4.14869 2.02003 1.70787
H -4.84959 2.93738 0.06318
*
```

Values from the calculation:
M, g mol⁻¹: 1288.276
HOMO level, hartree: -0.0909
Kohn-Sham gap, eV: 5.935
Total energy, eV: -84296.7828

Here are the Mulliken charges for atoms 1 to 5, given in e:
1 Tl 0.970
2 C -1.293
3 Sb 0.772
4 C -1.401
5 C -1.573

***

This record from OMol25 describes C36H49N5P2PtSi as an isolated structure in a non-equilibrium geometry. The level of theory is wB97M-V/def2-TZVPD.

```
! RIJCOSX wB97M-V def2-TZVPD def2/J DEFGRID3
* xyz 0 3
Pt 0.10185 -1.82662 1.63215
C -0.42996 4.25551 2.02607
C -1.11172 3.10870 1.79164
C -1.15026 2.10542 0.67642
C -0.01463 1.55181 -0.22993
C 1.45854 1.77073 -0.01191
C 1.99184 2.93561 0.36506
C 1.23194 4.18777 0.13345
C 0.79394 4.88383 1.43271
C 1.83112 -2.91680 1.99444
H -0.96411 4.98508 2.65295
H -2.05957 3.14710 2.36385
H -1.86851 2.46740 -0.06601
H -1.64643 1.21716 1.08555
H -0.18724 0.46137 -0.26424
H -0.28430 1.91331 -1.23323
H 2.04963 0.84731 -0.00417
H 2.97530 3.02348 0.83133
H 0.31470 3.92310 -0.40785
H 1.80164 4.86184 -0.54682
H 1.64702 4.96981 2.09734
H 0.58092 5.93527 1.18895
H 2.14175 -2.96946 3.06951
H 2.42278 -2.13972 1.47271
H 2.11945 -3.88369 1.52610
P 1.59887 -1.38391 -1.70540
P -2.12515 -0.60307 -1.92029
N 2.95527 -0.25004 -2.18508
N 2.27285 -2.62988 -2.82807
N -2.16276 0.91794 -2.78589
N -3.60681 -1.17745 -2.83099
C 0.46323 -0.68650 -2.96356
C -0.89076 -1.40781 -2.98704
C 4.19013 -0.26369 -1.52451
C 5.10598 0.46773 -2.27696
C 4.43612 0.91521 -3.45513
C 3.12040 0.48044 -3.36695
C 2.60364 -3.93606 -2.45169
C 3.05956 -4.62447 -3.57288
C 3.03322 -3.71283 -4.67617
C 2.55534 -2.49930 -4.19661
C -2.88741 2.04274 -2.33892
C -2.71972 3.06552 -3.25176
C -1.89798 2.57486 -4.31246
C -1.56338 1.26243 -4.01220
C -4.32493 -0.62090 -3.90031
C -5.11835 -1.60135 -4.48372
C -4.90339 -2.81655 -3.74267
C -3.97841 -2.52653 -2.74974
H 0.88495 -0.75136 -3.97502
H 0.37202 0.38076 -2.73110
H -1.27806 -1.50015 -4.01276
H -0.78096 -2.43940 -2.62735
H 4.30177 -0.77727 -0.57927
H 6.13009 0.65779 -1.99775
H 4.86447 1.48833 -4.26377
H 2.30095 0.67405 -4.04555
H 2.46319 -4.25212 -1.42382
H 3.35368 -5.66821 -3.60045
H 3.31346 -3.92476 -5.70348
H 2.40866 -1.57937 -4.75207
H -3.49287 1.97775 -1.43709
H -3.09983 4.07995 -3.13119
H -1.54894 3.13006 -5.17571
H -0.91360 0.57231 -4.55447
H -4.22873 0.42237 -4.15649
H -5.75461 -1.46316 -5.34822
H -5.37625 -3.77483 -3.93541
H -3.57514 -3.15611 -1.97266
C 2.40298 0.20075 3.36245
Si 0.94915 -0.05770 4.49143
C 1.47703 -0.83735 6.15462
C 0.35397 1.62720 4.99093
N -0.22464 -1.08755 3.49171
C -1.42947 -1.33853 4.14306
C -2.40985 -2.12938 3.51634
C -3.64249 -2.39332 4.13400
C -3.95915 -1.80848 5.36340
C -3.03346 -0.95948 5.98956
C -1.76327 -0.80004 5.44713
H 3.04749 0.93949 3.87118
H 2.05136 0.63511 2.41140
H 2.96119 -0.72889 3.18507
H 2.11574 -0.12714 6.70494
H 0.66592 -1.09942 6.85275
H 2.07563 -1.74651 6.01244
H 0.45108 2.38279 4.20241
H -0.66205 1.70094 5.36613
H 0.99902 1.96345 5.80373
H -2.12990 -2.49757 2.52513
H -4.34101 -3.05353 3.60940
H -4.91783 -2.02568 5.81860
H -3.32137 -0.43487 6.91144
H -1.02152 -0.22267 6.00719
*
```

Values from the calculation:
M, g mol⁻¹: 836.935
HOMO level (alpha / beta), hartree: -0.2590 / -0.2971
Kohn-Sham gap (alpha / beta), eV: 7.003 / 6.184
Total energy, eV: -75274.0982

Here are the Mulliken charges for atoms 1 to 5, given in e:
1 Pt 0.737
2 C -0.736
3 C -0.192
4 C -0.398
5 C 0.267

***

Q: Which of these has the highest total energy?
A: C3H8Cl2N2

***

Q: Which of these has the highest M?
A: C37H41BI2N3O3Sb2Tl

***

Q: Number 2 is which compound?
A: C3H8Cl2N2

***

Q: Look up the M of the second one.
A: 143.017 g mol⁻¹